1.
75
Properties=species:S:1:pos:R:3:mulliken_charge:R:1 method="wB97M-V/def2-TZVPD" total_charge=+2 multiplicity=2 gap_ha="0.2580 / 0.2143"
Re -1.2704 -0.2869 -0.5281 1.1474
O -1.4092 2.2473 1.8907 -0.5876
Cl -2.3313 1.8934 0.8743 1.7627
O -3.5175 2.6274 0.8978 -0.5735
O -1.6506 1.9377 -0.4530 -0.7452
O -2.6232 0.3990 0.9912 -0.8084
Cl -3.0958 -0.5450 -1.9568 -0.2327
C -3.1367 -2.2677 -2.4885 1.0259
C -4.0567 -2.5825 -3.4629 -0.8492
C -4.0836 -3.8995 -3.9044 -0.5140
C -3.2056 -4.8344 -3.3721 -0.9192
C -2.2958 -4.4693 -2.3912 -0.0276
C -2.2426 -3.1586 -1.9153 -0.3773
P -1.1329 -2.6130 -0.5653 1.6554
C 0.4811 -3.3127 -0.9979 0.6481
C 0.8640 -3.5198 -2.3249 -0.3965
C 2.1530 -3.9392 -2.6239 -0.9452
C 3.0657 -4.1568 -1.6018 -0.6307
C 2.6900 -3.9553 -0.2803 -0.7544
C 1.4061 -3.5308 0.0235 -0.7530
C -1.6708 -3.5069 0.9072 0.7221
C -1.5413 -4.8959 0.9891 -0.2017
C -1.9840 -5.5691 2.1124 -0.8404
C -2.5542 -4.8621 3.1661 -0.5584
C -2.6745 -3.4839 3.0970 -0.8767
C -2.2317 -2.8048 1.9694 -0.3875
H -4.7254 -1.8368 -3.8688 0.5182
H -4.7896 -4.1886 -4.6704 0.4261
H -3.2298 -5.8563 -3.7244 0.4471
H -1.6144 -5.2104 -1.9949 0.3020
H 0.1485 -3.3977 -3.1318 0.5094
H 2.4372 -4.1138 -3.6529 0.4759
H 4.0654 -4.4971 -1.8338 0.4369
H 3.3955 -4.1418 0.5179 0.4773
H 1.1168 -3.3887 1.0578 0.4738
H -1.0790 -5.4545 0.1850 0.2412
H -1.8825 -6.6442 2.1723 0.4428
H -2.9001 -5.3914 4.0438 0.4175
H -3.1134 -2.9339 3.9179 0.4664
H -2.3340 -1.7286 1.9278 0.4036
N -0.2910 0.5290 -3.2053 -0.5923
N 0.1587 -0.2920 -2.0973 -0.4644
H 0.4717 0.5980 -3.8748 0.2987
H -0.4443 1.4640 -2.8349 0.2493
H 0.9806 0.1430 -1.6372 0.4706
H 0.4440 -1.1928 -2.4779 0.2715
Cl 2.5576 4.6871 -1.1573 -0.1261
C 1.3349 5.6437 -0.4034 0.8892
C 0.9029 6.7838 -1.0600 -0.6243
C -0.1471 7.5270 -0.5476 -0.5495
C -0.7865 7.1422 0.6209 -0.5103
C -0.3540 6.0118 1.2845 0.6720
Cl -1.1050 5.5608 2.7693 -0.1495
C 0.7191 5.2448 0.7982 -0.9631
N 1.0851 4.0767 1.4894 0.5717
C 2.3320 3.7383 1.8769 0.6603
C 3.3150 4.7582 1.9880 -0.3161
C 4.5531 4.4695 2.4898 -0.8044
C 4.8458 3.1630 2.8883 -0.6823
C 3.8908 2.1493 2.7721 -0.8303
C 2.6332 2.3920 2.2695 0.6332
C 1.6519 1.2548 2.1411 -0.9980
C 1.1339 0.9879 0.7406 0.9164
O 1.5962 1.4901 -0.2680 -0.7582
O 0.2023 0.0606 0.6994 -0.4482
H 1.3842 7.0683 -1.9846 0.4760
H -0.4762 8.4142 -1.0705 0.4241
H -1.6042 7.7180 1.0287 0.4774
H 0.3081 3.4949 1.7982 -0.0546
H 3.0441 5.7723 1.7312 0.5498
H 5.2890 5.2524 2.6026 0.4486
H 5.8194 2.9283 3.2959 0.4287
H 4.1554 1.1432 3.0692 0.4232
H 0.8020 1.3599 2.8203 0.3683
H 2.1502 0.3314 2.4469 0.6225



2.
15
Properties=species:S:1:pos:R:3:mulliken_charge:R:1 method="wB97M-V/def2-TZVPD" gap_ha=0.3337
C -1.4997 0.5612 -0.0650 -1.2244
C -0.0303 0.4306 -0.3018 0.5322
C 0.5654 -0.8424 -0.8277 -0.8187
C 0.1942 -1.9999 0.0035 -0.3410
C -0.1274 -2.9391 0.6861 0.0955
C 0.6702 1.4732 0.0185 -0.0386
C 1.2622 2.3987 0.7050 -0.8535
H -2.0310 0.0753 -0.8852 0.3270
H -1.7840 0.0902 0.8781 0.2786
H -1.7809 1.6185 -0.0268 0.3952
H 1.6756 1.2904 1.0378 0.3149
H 0.1969 -0.9921 -1.8461 0.2941
H 1.6593 -0.7676 -0.8811 0.3631
H -0.4121 -3.7774 1.2846 0.4019
H 1.4417 3.3805 0.2202 0.2736